[1]
41
Properties=species:S:1:pos:R:3 method="wB97M-V/def2-TZVPD" spin_multiplicity=1 total_energy_ha=-1779.2770 total_charge=+2 orbital_gap_ev=7.24 homo_energy_ev=-14.96 lumo_energy_ev=-7.7
Ca 0.000 0.000 0.000
O -1.320 -0.221 -3.166
C -0.776 -0.427 -4.230
O 1.253 1.031 -2.640
C 1.180 1.054 -3.831
O 2.026 1.787 -4.621
N 0.305 0.348 -4.681
C 1.589 1.738 -5.985
C 0.723 0.491 -6.069
H 2.465 1.698 -6.626
H 1.020 2.642 -6.203
H 1.297 -0.377 -6.402
H -0.124 0.631 -6.734
C -1.190 -1.514 -5.154
C -2.318 -2.183 -4.948
H -0.550 -1.774 -5.987
H -2.959 -1.934 -4.113
H -2.622 -2.992 -5.597
C 2.433 -0.090 5.321
C 1.134 -0.478 5.653
C 0.162 -0.590 4.657
C 0.486 -0.318 3.311
C 1.794 0.065 2.987
C 2.763 0.181 3.990
N -0.496 -0.395 2.287
N -1.692 -0.617 2.569
C -2.693 -0.576 1.571
C -4.031 -0.794 1.919
C -5.016 -0.701 0.935
C -4.657 -0.382 -0.374
C -3.312 -0.172 -0.683
N -2.358 -0.281 0.285
H 3.183 0.002 6.097
H 0.876 -0.687 6.684
H -0.841 -0.885 4.939
H 2.059 0.287 1.961
H 3.770 0.486 3.736
H -4.305 -1.025 2.940
H -6.056 -0.864 1.188
H -5.414 -0.296 -1.143
H -3.050 0.082 -1.689


[2]
42
Properties=species:S:1:pos:R:3 method="wB97M-V/def2-TZVPD" spin_multiplicity=1 total_energy_ha=-2833.3395 de_lowest_ev=0.000 orbital_gap_ev=5.41 homo_energy_ev=-6.65 lumo_energy_ev=-1.2
Cl -2.824 -1.066 4.519
C -2.839 -0.692 2.855
C -1.654 -0.826 2.110
Cl -0.205 -1.378 2.865
C -1.672 -0.668 0.728
O -0.653 -1.208 0.016
C -2.918 -0.436 -0.006
O -2.984 -0.516 -1.249
C -4.090 -0.181 0.816
Cl -5.518 0.222 -0.004
C -4.059 -0.342 2.199
Cl -5.509 -0.255 3.104
C 3.962 0.080 1.755
C 3.142 -1.053 1.189
N 2.319 -0.684 0.031
C 2.748 -1.220 -1.287
C 2.418 -2.689 -1.468
C 1.217 0.075 0.252
C 0.047 -0.205 -0.664
N -0.657 1.046 -1.062
C -0.867 2.108 -0.233
C -1.390 3.290 -0.738
C -1.770 3.380 -2.076
C -1.608 2.250 -2.885
C -1.055 1.107 -2.362
O 1.116 0.828 1.224
H 4.380 -0.246 2.709
H 4.785 0.331 1.082
H 3.330 0.954 1.920
H 3.777 -1.868 0.830
H 2.466 -1.450 1.962
H 2.308 -0.601 -2.082
H 3.838 -1.071 -1.311
H 2.966 -3.068 -2.335
H 2.713 -3.263 -0.583
H 1.347 -2.830 -1.644
H 0.387 -0.687 -1.581
H -0.560 1.989 0.800
H -1.467 4.135 -0.052
H -2.166 4.304 -2.490
H -1.882 2.223 -3.938
H -0.920 0.182 -2.914


[3]
40
Properties=species:S:1:pos:R:3 method="wB97M-V/def2-TZVPD" spin_multiplicity=1 smiles="CC1(C)Cc2c(sc3nnn(Cc4ccc(Cl)cc4)c(=O)c23)CO1" total_energy_ha=-1830.4936 de_lowest_ev=3.220 orbital_gap_ev=8.40 homo_energy_ev=-8.80 lumo_energy_ev=-0.4
O 0.382 -0.851 0.923
Cl -5.979 -1.297 4.094
N -1.035 -1.804 -2.725
N -1.386 -2.500 -1.648
O 2.280 3.325 -1.802
S 0.324 0.420 -3.858
C -0.133 -1.082 -0.166
C -0.299 -0.620 -2.564
C 0.182 -0.269 -1.332
C 1.150 1.411 -2.634
C 0.980 0.942 -1.350
C -3.345 -1.238 3.283
C -4.801 -2.724 2.030
C -2.256 -1.615 2.505
C -3.684 -3.170 1.348
C -4.656 -1.741 3.030
C -2.422 -2.634 1.546
N -0.946 -2.188 -0.390
C 2.018 2.591 -3.002
C -1.289 -3.153 0.702
C 3.995 1.723 -0.985
C 3.107 3.554 0.452
C 1.547 1.707 -0.206
C 2.736 2.593 -0.671
H -3.191 -0.514 4.084
H -5.799 -3.113 1.848
H -1.285 -1.160 2.714
H -3.825 -3.929 0.582
H 1.460 3.222 -3.721
H 2.927 2.300 -3.492
H -1.560 -4.118 0.309
H -0.416 -3.308 1.370
H 4.711 2.278 -1.606
H 3.743 0.802 -1.519
H 4.496 1.452 -0.053
H 2.284 4.248 0.687
H 3.970 4.161 0.090
H 3.334 2.953 1.372
H 0.765 2.305 0.204
H 1.918 1.041 0.548


[4]
41
Properties=species:S:1:pos:R:3 method="wB97M-V/def2-TZVPD" spin_multiplicity=1 smiles="CN1C[C@@H]2c3cc(Cl)ccc3Oc3ccc(OS(=O)(=O)O)cc3[C@H]2C1" total_energy_ha=-1946.6070 de_lowest_ev=1.795 orbital_gap_ev=8.66 homo_energy_ev=-8.50 lumo_energy_ev=0.2
O 3.066 -4.453 -1.495
O 5.383 -3.966 -1.068
Cl -2.486 5.247 -1.672
O -1.668 -0.618 -1.711
O 3.854 -3.837 0.782
O 3.587 -1.930 -0.934
C -2.674 2.769 -2.905
C 1.716 -1.959 -2.308
C -2.466 1.372 -2.704
C 0.314 -1.628 -2.447
C -1.686 2.891 -0.658
C 1.559 -1.202 -0.003
C -2.339 3.536 -1.760
C 2.275 -1.664 -1.085
C -1.856 0.756 -1.629
C -0.444 -1.088 -1.435
C -1.462 1.514 -0.511
C 0.188 -0.887 -0.221
N -0.872 0.751 3.073
C 0.181 1.515 3.779
C -1.698 1.436 2.047
C -0.499 -0.528 2.478
C -0.908 0.999 0.839
C -0.741 -0.505 0.972
S 4.022 -3.497 -0.775
H 4.145 -4.737 0.726
H -3.202 3.074 -3.779
H 2.183 -2.161 -3.226
H -2.645 0.664 -3.539
H -0.318 -1.674 -3.381
H -1.408 3.588 0.172
H 2.035 -0.972 0.969
H 0.891 0.943 4.469
H 0.713 2.092 3.029
H -0.381 2.285 4.404
H -1.729 2.527 2.176
H -2.688 1.067 2.137
H 0.616 -0.624 2.577
H -0.944 -1.417 2.953
H 0.115 1.345 0.917
H -1.728 -1.023 0.749


[5]
41
Properties=species:S:1:pos:R:3 method="wB97M-V/def2-TZVPD" spin_multiplicity=4 total_energy_ha=-2807.7974 de_lowest_ev=0.000 orbital_gap_ev="6.15 / 7.43" homo_energy_ev="-6.54 / -8.19" lumo_energy_ev="-0.4 / -0.8"
Co -0.271 0.018 -0.476
C 1.299 -3.295 3.631
C 2.479 -3.020 2.948
C 2.470 -2.255 1.794
C 1.263 -1.752 1.303
C 0.076 -2.029 1.983
C 0.101 -2.795 3.138
N 1.225 -0.948 0.146
N 2.381 -0.750 -0.452
C 2.293 0.149 -1.453
C 3.433 0.512 -2.195
C 3.303 1.419 -3.210
C 2.046 1.977 -3.503
C 0.976 1.598 -2.735
N 1.091 0.714 -1.733
H 1.315 -3.887 4.537
H 3.422 -3.403 3.321
H 3.385 -2.039 1.261
H -0.858 -1.648 1.599
H -0.828 -3.001 3.656
H 4.381 0.064 -1.930
H 4.171 1.711 -3.788
H 1.912 2.682 -4.310
H -0.019 1.995 -2.894
O -1.583 1.201 -1.204
N -2.346 1.903 -0.359
C -3.457 2.474 -0.874
C -4.271 3.241 -0.094
C -3.931 3.425 1.250
C -2.799 2.835 1.748
C -1.972 2.043 0.932
S -0.545 1.267 1.480
H -3.619 2.269 -1.920
H -5.157 3.682 -0.527
H -4.559 4.028 1.894
H -2.504 2.955 2.782
C -0.839 -2.708 -1.158
O -1.268 -1.428 -0.754
H -0.010 -2.664 -1.871
H -1.672 -3.214 -1.647
H -0.516 -3.326 -0.314


[6]
39
Properties=species:S:1:pos:R:3 method="wB97M-V/def2-TZVPD" spin_multiplicity=1 total_energy_ha=-1162.0506 de_lowest_ev=2.669 orbital_gap_ev=4.66 homo_energy_ev=-7.24 lumo_energy_ev=-2.6
C -1.678 -1.227 2.002
C -0.943 0.011 2.282
C -1.479 1.357 2.078
N 0.432 -0.147 2.123
O 1.152 0.855 1.870
O 0.901 -1.305 2.288
H -2.753 -1.038 1.917
H -1.320 -1.668 1.054
H -1.523 -1.983 2.782
H -2.559 1.302 1.900
H -1.334 1.998 2.959
H -0.995 1.844 1.218
F 1.841 5.438 7.739
C 2.552 4.379 7.239
F 3.407 4.883 6.302
F 3.328 3.905 8.268
C 1.660 3.308 6.686
C 1.912 2.784 5.419
C 1.071 1.820 4.899
C -0.051 1.326 5.620
C -0.902 0.336 5.017
C -2.196 0.010 5.524
C -2.731 -1.295 5.318
C -3.922 -1.678 5.924
C -4.611 -0.787 6.761
C -4.146 0.528 6.918
C -2.989 0.941 6.269
C -0.226 1.842 6.943
C 0.604 2.825 7.457
H 2.758 3.138 4.841
H 1.263 1.455 3.888
H -0.422 -0.390 4.350
H -2.154 -2.000 4.713
H -4.315 -2.683 5.747
H -5.509 -1.113 7.282
H -4.689 1.236 7.550
H -2.650 1.976 6.357
H -1.032 1.462 7.569
H 0.425 3.213 8.459


[7]
51
Properties=species:S:1:pos:R:3 method="wB97M-V/def2-TZVPD" spin_multiplicity=1 total_energy_ha=-2530.1225 total_charge=+1 de_lowest_ev=0.000 orbital_gap_ev=6.59 homo_energy_ev=-10.86 lumo_energy_ev=-4.3
Sn 0.333 0.422 0.401
C 1.840 -0.045 -3.995
C 0.842 -0.183 -2.887
N 0.109 0.739 -2.391
N 0.184 2.006 -2.858
C -0.586 2.990 -2.303
N -0.440 4.190 -2.884
S -1.615 2.755 -1.016
C 0.659 -1.511 -2.248
C 1.095 -2.678 -2.849
C 0.902 -3.888 -2.196
C 0.268 -3.898 -0.968
C -0.136 -2.688 -0.431
N 0.054 -1.523 -1.049
H 1.438 -0.432 -4.934
H 2.738 -0.610 -3.751
H 2.157 0.983 -4.160
H 0.778 2.219 -3.646
H 0.130 4.345 -3.699
H -0.990 4.953 -2.530
H 1.581 -2.653 -3.814
H 1.246 -4.809 -2.647
H 0.102 -4.816 -0.422
H -0.630 -2.638 0.533
N -2.782 -0.244 -0.178
C -3.999 -0.497 0.321
C -3.847 -0.711 1.675
C -2.479 -0.557 1.913
N -1.842 -0.278 0.777
H -2.521 0.027 -1.114
H -4.871 -0.503 -0.309
H -4.617 -0.945 2.388
H -1.920 -0.637 2.830
N -0.096 3.468 2.254
C -0.436 4.601 2.503
N -0.764 5.770 2.475
C -0.536 6.823 3.248
N -0.396 7.772 3.884
N 1.123 -2.507 3.571
C 1.418 -1.829 2.451
O 0.604 -0.892 2.109
C 2.558 -2.170 1.695
C 3.354 -3.285 2.051
N 3.949 -4.227 2.345
C 2.857 -1.361 0.587
N 2.996 -0.621 -0.293
H 1.755 -3.199 3.939
H 0.343 -2.201 4.126
O -0.930 0.704 4.578
S -0.552 2.048 4.226
N -0.430 2.220 2.689


[8]
36
Properties=species:S:1:pos:R:3 method="wB97M-V/def2-TZVPD" spin_multiplicity=1 smiles=Cc1ccc(O)c(CNc2cccc3cccnc23)c1 total_energy_ha=-842.1853 de_lowest_ev=0.024 orbital_gap_ev=7.97 homo_energy_ev=-7.32 lumo_energy_ev=0.7
C -4.659 -1.917 -0.696
C -3.759 -0.730 -0.526
C -2.916 -0.644 0.576
C -2.067 0.430 0.768
C -2.061 1.461 -0.177
C -2.894 1.384 -1.283
C -3.733 0.297 -1.455
H -4.374 0.256 -2.324
H -2.885 2.183 -2.014
O -1.234 2.526 0.029
H -1.315 3.146 -0.704
C -1.127 0.507 1.949
N 0.257 0.611 1.557
C 0.925 -0.364 0.879
C 0.549 -1.695 0.831
C 1.344 -2.644 0.185
C 2.519 -2.299 -0.429
C 2.938 -0.956 -0.422
C 4.127 -0.507 -1.035
C 4.450 0.823 -0.994
C 3.572 1.705 -0.344
N 2.468 1.327 0.241
C 2.139 0.023 0.225
H 3.788 2.766 -0.305
H 5.353 1.198 -1.452
H 4.768 -1.224 -1.530
H 3.131 -3.040 -0.923
H 1.015 -3.673 0.174
H -0.368 -2.016 1.298
H 0.583 1.538 1.313
H -1.360 1.398 2.540
H -1.259 -0.372 2.586
H -2.929 -1.439 1.309
H -5.326 -1.782 -1.543
H -4.069 -2.818 -0.862
H -5.259 -2.073 0.199


[9]
39
Properties=species:S:1:pos:R:3 method="wB97M-V/def2-TZVPD" spin_multiplicity=1 total_energy_ha=-1390.2181 de_lowest_ev=17.597 orbital_gap_ev=8.23 homo_energy_ev=-7.72 lumo_energy_ev=0.5
C 1.703 -5.286 3.547
H 0.785 -5.567 3.168
H 2.036 -5.649 4.357
H 2.567 -5.489 2.809
O 1.886 -3.762 3.900
C 1.467 -3.042 2.905
C 1.458 -1.749 3.383
C 1.479 -0.641 2.295
C 1.146 -0.957 0.986
C 0.938 -2.196 0.603
C 1.154 -3.461 1.310
O 1.192 -4.727 1.009
C 0.843 -4.767 -0.148
H 0.677 -6.031 -0.417
H 1.614 -4.477 -0.971
H -0.339 -4.591 -0.456
H 0.632 -2.332 -0.315
C 0.756 0.103 0.127
N 0.936 1.460 0.159
O 0.541 1.962 -0.865
C 0.495 1.074 -1.758
N 0.379 -0.294 -1.261
C -0.052 1.379 -3.217
H 0.086 0.529 -3.810
H 0.688 2.376 -3.628
S -1.848 1.719 -3.238
C -1.964 3.031 -1.772
C -1.483 4.165 -2.348
C -1.641 5.090 -1.104
C -2.194 4.886 0.071
C -2.565 3.554 0.171
C -2.402 2.638 -0.691
H -2.931 1.615 -0.568
H -2.999 3.394 1.359
H -2.156 5.616 0.884
H -1.247 6.085 -1.573
H -0.920 4.508 -3.203
H 1.181 0.291 2.689
H 1.818 -1.551 4.204


[10]
41
Properties=species:S:1:pos:R:3 method="wB97M-V/def2-TZVPD" spin_multiplicity=1 smiles="C=C(S(=O)(=O)c1ccccc1)S(=O)(=O)c1ccccc1.c1c[nH]cn1" total_energy_ha=-1864.1356 de_lowest_ev=3.824 orbital_gap_ev=8.17 homo_energy_ev=-8.37 lumo_energy_ev=-0.2
C 1.633 1.215 -3.623
C 0.269 0.925 -3.723
C -0.619 1.378 -2.742
C -0.135 2.125 -1.672
S -1.264 2.715 -0.391
C -0.862 1.770 1.067
C -0.754 2.327 2.287
S -0.758 0.012 0.972
C 0.952 -0.393 1.275
C 1.813 -0.679 0.212
C 3.164 -0.933 0.476
C 3.641 -0.880 1.791
C 2.758 -0.648 2.851
C 1.402 -0.438 2.594
O -1.431 -0.430 2.175
O -0.972 -0.361 -0.408
O -0.948 4.099 -0.118
O -2.586 2.324 -0.827
C 1.215 2.463 -1.587
C 2.101 1.999 -2.565
H 2.329 0.835 -4.372
H -0.121 0.354 -4.564
H -1.682 1.164 -2.818
H -0.613 1.709 3.165
H -0.775 3.406 2.364
H 1.424 -0.702 -0.803
H 3.832 -1.164 -0.355
H 4.707 -1.011 1.993
H 3.111 -0.626 3.883
H 0.688 -0.319 3.406
H 1.559 3.083 -0.763
H 3.154 2.272 -2.499
N -2.624 -1.713 0.626
C -2.656 -2.689 1.527
N -3.004 -3.870 0.916
C -3.162 -3.613 -0.441
C -2.868 -2.263 -0.606
H -2.472 -2.637 2.590
H -3.150 -4.753 1.401
H -3.447 -4.351 -1.170
H -2.850 -1.700 -1.524


[11]
41
Properties=species:S:1:pos:R:3 method="wB97M-V/def2-TZVPD" spin_multiplicity=4 total_energy_ha=-1200.5644 total_charge=+1 de_lowest_ev=0.029 orbital_gap_ev="4.95 / 4.28" homo_energy_ev="-10.47 / -10.44" lumo_energy_ev="-5.5 / -6.2"
Re -0.870 -0.022 -0.835
O -0.065 0.947 5.941
C -0.036 1.897 5.158
O -0.015 3.126 5.205
C -0.032 1.382 3.633
C -0.159 0.017 3.365
C -0.325 -0.411 2.073
N -0.341 0.487 1.062
C -0.143 1.807 1.295
C 0.005 2.285 2.564
C -0.078 2.603 0.048
O 0.245 3.742 -0.008
O -0.374 1.854 -1.056
H -0.140 -0.682 4.195
H -0.454 -1.456 1.807
H 0.140 3.346 2.739
C 4.004 1.236 -1.946
N 3.522 -0.035 -1.355
C 4.489 -0.887 -0.633
C 2.262 -0.279 -1.311
N 1.118 -0.503 -1.292
H 4.345 1.901 -1.154
H 3.201 1.715 -2.499
H 4.829 1.013 -2.618
H 4.867 -0.354 0.236
H 5.311 -1.122 -1.304
H 4.008 -1.808 -0.316
C -2.910 0.448 -0.408
C -2.907 -0.787 -1.171
C -2.865 -0.768 -2.590
C -2.732 -1.957 -3.301
C -2.590 -3.168 -2.633
C -2.568 -3.202 -1.247
C -2.701 -2.024 -0.509
H -3.241 0.381 0.623
H -3.280 1.331 -0.919
H -3.025 0.173 -3.105
H -2.759 -1.939 -4.383
H -2.493 -4.086 -3.197
H -2.470 -4.147 -0.728
H -2.775 -2.053 0.573


[12]
38
Properties=species:S:1:pos:R:3 method="wB97M-V/def2-TZVPD" spin_multiplicity=1 smiles="C#CN1CC[C@@H](NC(=O)c2cc(-c3ccccc3)cnn2)C1" total_energy_ha=-951.5206 de_lowest_ev=4.068 orbital_gap_ev=7.55 homo_energy_ev=-8.13 lumo_energy_ev=-0.6
O 1.359 1.169 1.270
C -4.457 5.258 0.402
C -3.658 4.491 1.014
N -1.171 -2.400 -0.417
N -0.930 -1.360 0.437
C 0.322 0.516 1.193
C -0.159 -2.886 -1.124
C 0.211 -0.678 0.388
C 4.315 -3.830 -3.679
C 3.279 -4.669 -3.237
C 4.409 -2.535 -3.195
C 1.223 -1.099 -0.424
C 2.343 -4.086 -2.349
C 3.468 -2.014 -2.369
C 1.104 -2.217 -1.277
C 2.296 -2.747 -1.980
N -2.956 3.439 1.523
N -0.860 1.043 1.711
C -3.488 2.514 2.545
C -1.479 3.591 1.638
C -2.266 2.146 3.341
C -1.030 2.324 2.471
H -5.182 5.925 -0.130
H -0.442 -3.778 -1.723
H 5.036 -4.236 -4.463
H 3.238 -5.618 -3.778
H 5.151 -1.900 -3.643
H 2.059 -0.468 -0.343
H 1.451 -4.655 -2.019
H 3.505 -1.000 -1.975
H -1.730 0.619 1.295
H -4.255 3.020 3.146
H -3.915 1.553 2.034
H -1.089 3.516 0.556
H -1.081 4.536 2.041
H -2.337 1.134 3.868
H -2.186 2.819 4.217
H -0.097 2.564 3.034